{
  "formula": "C16H29F5I2NO5P2Zr",
  "method": "ωB97M-V with the def2-TZVPD basis set",
  "elements": ["C", "C", "O", "O", "C", "C", "C", "P", "C", "N", "C", "C", "C", "C", "F", "F", "C", "F", "F", "F", "O", "C", "C", "C", "C", "I", "C", "P", "O", "I", "O", "H", "H", "H", "H", "H", "H", "H", "H", "H", "H", "H", "H", "H", "H", "H", "H", "H", "H", "H", "H", "H", "H", "H", "H", "H", "H", "H", "H", "H", "Zr"],
  "xyz": [[-1.475, 3.361, 1.355], [-0.942, 4.053, 0.067], [-1.643, 4.605, -0.641], [0.513, 4.030, -0.218], [0.953, 2.833, -0.910], [1.649, 1.790, 0.004], [2.275, 0.664, -0.908], [1.661, -1.119, -0.512], [1.262, -3.063, -0.608], [1.374, -3.584, -1.909], [2.283, -1.128, 1.290], [1.243, -1.663, 2.325], [0.529, -0.554, 3.154], [-0.506, -1.175, 4.130], [-1.347, -0.185, 4.554], [-1.298, -2.106, 3.526], [0.146, -1.855, 5.403], [1.483, -1.785, 5.435], [-0.343, -1.254, 6.493], [-0.209, -3.142, 5.491], [0.058, -0.736, -0.110], [-0.916, -0.860, -1.172], [-1.899, 0.298, -0.841], [-3.146, 0.413, -1.783], [-2.969, 1.510, -2.891], [-4.769, 1.159, -0.502], [-0.036, -0.754, -2.495], [-0.487, -1.835, -4.010], [-0.659, -0.768, -5.262], [-2.638, -2.940, -3.718], [1.278, -1.191, -2.234], [-2.562, 3.221, 1.186], [-1.055, 2.331, 1.425], [-1.245, 3.978, 2.243], [1.754, 3.182, -1.668], [0.161, 2.384, -1.550], [2.530, 2.342, 0.486], [1.025, 1.427, 0.841], [3.379, 0.668, -0.769], [2.132, 0.961, -1.973], [3.018, -1.508, -0.886], [1.976, -3.572, 0.083], [0.242, -3.252, -0.213], [0.788, -4.422, -1.976], [2.338, -3.773, -2.191], [2.742, -0.163, 1.585], [3.119, -1.871, 1.274], [0.465, -2.327, 1.905], [1.812, -2.287, 3.053], [0.037, 0.184, 2.483], [1.259, -0.010, 3.785], [-1.492, -1.814, -1.132], [-2.294, 0.090, 0.178], [-1.429, 1.301, -0.786], [-3.509, -0.549, -2.179], [-3.984, 1.849, -3.185], [-2.450, 1.125, -3.798], [-2.477, 2.423, -2.482], [0.145, 0.304, -2.833], [-0.601, 0.122, -4.869], [2.752, 4.636, -0.540]],
  "e_tot_ha": -2881.0834,
  "multiplicity": 1,
  "e_homo_ev": -16.109,
  "charge": 3,
  "e_lumo_ev": -12.48
}

{
  "formula": "C4H10N2OS",
  "method": "ωB97M-V with the def2-TZVPD basis set",
  "elements": ["O", "C", "N", "C", "N", "C", "C", "S", "H", "H", "H", "H", "H", "H", "H", "H", "H", "H"],
  "xyz": [[-0.878, -1.217, 1.458], [-0.151, -0.590, 0.700], [0.183, 0.690, 1.135], [1.171, 1.683, 0.673], [0.485, 2.950, 0.279], [0.301, -1.077, -0.629], [-0.943, -1.573, -1.366], [-1.411, -3.250, -0.819], [-0.376, 0.973, 1.936], [1.844, 1.764, 1.511], [1.685, 1.197, -0.161], [0.100, 2.912, -0.659], [-0.359, 3.058, 0.845], [0.734, -0.262, -1.210], [1.088, -1.852, -0.407], [-0.664, -1.535, -2.430], [-1.781, -0.893, -1.323], [-1.029, -2.978, 0.468]],
  "e_tot_ha": -741.0136,
  "multiplicity": 2,
  "e_homo_ev": [-13.044, -12.981],
  "charge": 1,
  "de_lowest_kj_mol": 79.8,
  "s2": 0.7534,
  "e_lumo_ev": [-3.71, -8.88]
}